Record 1
13
Properties=species:S:1:pos:R:3 method="wB97M-V/def2-TZVPD" homo_lumo_gap_ev=9.2 spin_multiplicity=1 total_energy_ha=-758.7873 smiles="O=c1[nH]cc(CS)o1"
C 0.9684 -0.8079 1.0992
C 0.1259 0.1137 0.4638
C -0.9623 0.7289 0.9835
C -0.6686 1.5661 -1.0657
H 1.0512 -2.1216 -0.5856
H 1.9662 -0.5214 0.9910
H 0.8680 -0.8294 2.1732
H -1.6218 0.4063 1.8138
H -2.2260 2.4163 0.3154
N -1.3512 1.7423 0.0025
O -0.7264 2.0726 -2.2258
O 0.3304 0.4659 -0.8645
S 0.9881 -2.5912 0.6945


Record 2
88
Properties=species:S:1:pos:R:3 method="wB97M-V/def2-TZVPD" homo_lumo_gap_ev=8.2 spin_multiplicity=1 total_energy_ha=-2648.4515 smiles="COCC(COC)(O[C@@H](CCCOC(C)=O)[C@@H](OC)S(=O)(=O)F)P(C)C.COCCOC.COCCOC"
C 4.5017 -1.1151 0.3117
O 3.5592 -0.1870 -0.1751
C 2.2379 -0.6466 -0.0347
C 1.2360 0.1291 -0.9033
C 1.0365 1.5765 -0.3727
O 2.2616 2.3055 -0.3514
C 2.6791 2.4979 0.9931
O -0.0054 -0.5683 -1.0734
C -0.6810 -0.9290 0.1268
C -2.1570 -0.5073 -0.0286
C -2.3680 0.9918 -0.3184
C -2.3546 1.8999 0.9171
O -2.9615 1.3145 2.0835
C -4.2664 1.0295 1.9390
C -4.7856 -0.0210 2.9036
O -4.9895 1.5295 1.1440
C -0.4811 -2.4440 0.4414
O -0.0163 -2.5926 1.7607
C 1.0778 -3.5009 1.8692
S -1.9825 -3.4654 0.2678
O -2.9252 -3.1910 1.2713
O -2.4569 -3.4951 -1.0567
F -1.4249 -4.9263 0.5819
P 1.9563 0.3592 -2.6498
C 3.0904 -1.0505 -3.0361
C 0.4940 0.0766 -3.7724
H 5.4239 -1.0612 -0.2746
H 4.7718 -0.8855 1.3536
H 4.1623 -2.1585 0.2510
H 2.1963 -1.6980 -0.3710
H 1.9460 -0.6190 1.0325
H 0.3579 2.1299 -1.0302
H 0.6634 1.5263 0.6574
H 2.7205 1.5591 1.5558
H 2.0258 3.2338 1.4841
H 3.6882 2.9179 1.0149
H -0.3109 -0.3943 1.0068
H -2.7286 -0.7670 0.8664
H -2.6272 -1.0495 -0.8544
H -1.6686 1.3053 -1.0954
H -3.3628 1.0762 -0.7632
H -2.9286 2.7976 0.6570
H -1.3686 2.2563 1.2152
H -5.7132 0.3485 3.3414
H -4.0794 -0.1541 3.7300
H -4.9204 -0.9895 2.4206
H 0.2915 -2.8366 -0.2297
H 2.0298 -3.0710 1.5342
H 0.8923 -4.4395 1.3376
H 1.1942 -3.7110 2.9343
H 4.0468 -0.8298 -2.5616
H 2.7187 -2.0431 -2.7557
H 3.3002 -1.0205 -4.1107
H 0.2018 -0.9769 -3.6655
H 0.7633 0.2568 -4.8127
H -0.3678 0.6686 -3.4600
C -7.8698 7.1813 1.2300
O -7.8896 5.9815 1.9828
C -7.0933 4.9531 1.4061
C -5.7592 4.8194 2.1093
O -4.9461 5.9711 1.9113
C -4.9487 6.8458 3.0254
H -8.2963 7.9714 1.8474
H -6.8544 7.4695 0.9486
H -8.4833 7.0710 0.3293
H -6.9514 5.1267 0.3354
H -7.6465 4.0167 1.5248
H -5.2218 3.9709 1.6781
H -5.9002 4.6221 3.1767
H -4.3418 6.4261 3.8353
H -5.9603 7.0363 3.3913
H -4.5070 7.7911 2.7117
C 6.7937 -5.6651 -0.6254
O 6.4035 -6.0444 -1.9337
C 5.1257 -5.5427 -2.2977
C 5.2377 -4.3246 -3.1916
O 5.8057 -3.2215 -2.4954
C 7.1770 -3.0321 -2.8059
H 7.8559 -5.8804 -0.5169
H 6.6346 -4.5992 -0.4454
H 6.2402 -6.2503 0.1170
H 4.5293 -5.3172 -1.4076
H 4.6167 -6.3380 -2.8512
H 4.2318 -4.0241 -3.5026
H 5.8129 -4.5544 -4.0930
H 7.2794 -2.5936 -3.8039
H 7.7376 -3.9684 -2.7610
H 7.5946 -2.3394 -2.0756


Record 3
15
Properties=species:S:1:pos:R:3 method="wB97M-V/def2-TZVPD" homo_lumo_gap_ev=9.7 spin_multiplicity=1 total_energy_ha=-341.9303 smiles="CC(=O)C#N.CN"
C -2.3877 0.3569 0.2399
N -1.3465 -0.4084 -0.4408
C 1.0106 -0.6132 1.2208
N 0.5919 -0.6345 2.2993
C 1.5901 -0.5898 -0.1514
O 1.5005 -1.5619 -0.8575
C 2.3239 0.6746 -0.4940
H -2.5165 1.3187 -0.2665
H -2.0628 0.5609 1.2655
H -3.3710 -0.1367 0.2853
H -1.6132 -0.5876 -1.4045
H -1.2575 -1.3221 -0.0041
H 3.2262 0.7357 0.1266
H 2.6065 0.6587 -1.5478
H 1.7053 1.5488 -0.2709


Record 4
8
Properties=species:S:1:pos:R:3 method="wB97M-V/def2-TZVPD" total_charge=+1 homo_lumo_gap_ev="10.4 / 6.8" spin_multiplicity=3 total_energy_ha=-447.3611 s_squared=2.007
C -0.6854 0.0102 -0.1735
N -0.2396 -1.1857 -0.1282
N -0.2192 1.1937 -0.0497
I -4.2543 0.0028 0.0042
H 0.7059 -1.4320 0.1768
H -0.8466 -1.9658 -0.3569
H 0.7827 1.4016 -0.0259
H -0.8497 1.9902 0.0004


Record 5
67
Properties=species:S:1:pos:R:3 method="wB97M-V/def2-TZVPD" total_charge=+1 homo_lumo_gap_ev=6.4 spin_multiplicity=1 total_energy_ha=-2772.9272
C -1.6798 2.2768 -2.1230
C -0.8380 3.0903 -2.4239
C 0.3546 4.0274 -2.6413
C 1.6220 3.1170 -2.8276
C 2.4395 2.8529 -1.4841
C 1.6433 1.8561 -0.6042
C 1.9477 0.4635 -0.7780
C 3.0352 -0.0825 -1.7316
C 2.6596 -0.0897 -3.2522
C 1.3421 -0.8512 -3.6079
Cl 4.0106 -1.0220 -4.0792
C 1.1996 -0.5135 -0.0145
C 1.4308 -2.0355 -0.1612
O 1.9406 -2.6680 0.7140
O 1.0152 -2.6290 -1.3357
P -0.6510 -3.0090 -1.3221
C -0.8961 -4.5873 -0.3891
C -1.3555 -3.1153 -3.0322
C 0.1988 -0.0114 0.9269
P -0.7641 -1.2095 1.9981
N -1.6683 -0.5014 3.1010
C -0.0080 1.3803 1.0115
N 0.7024 2.2810 0.2864
C 0.3903 3.7022 0.5294
C 0.1551 4.0604 2.0356
C 0.2581 5.6057 2.3108
O -0.8783 6.3194 1.8523
H -2.4740 1.5366 -2.2349
H 0.1615 4.5656 -3.5916
H 0.4419 4.7891 -1.8462
H 2.2939 3.5425 -3.6034
H 1.2398 2.1155 -3.1252
H 3.3975 2.4005 -1.8238
H 2.7136 3.7861 -0.9560
H 3.3336 -1.1188 -1.4496
H 3.9631 0.5234 -1.5968
H 2.7128 0.9198 -3.7099
H 1.0665 -0.5610 -4.6470
H 1.6163 -1.9280 -3.6718
H 0.5229 -0.7048 -2.8789
H -1.9760 -4.7890 -0.2595
H -0.4902 -4.4125 0.6336
H -0.3206 -5.4382 -0.8172
H -0.8257 -3.7947 -3.7332
H -2.3918 -3.5201 -2.9280
H -1.4773 -2.0979 -3.4612
H 0.2167 -1.9776 2.7031
H -1.6181 -2.0244 1.2091
H -1.5851 0.5099 3.0025
H -0.7947 1.6965 1.7157
H 1.2123 4.3634 0.1774
H -0.5107 4.0493 -0.0233
H 0.7815 3.4895 2.7519
H -0.9124 3.8019 2.2561
H 0.4196 5.7537 3.4066
H 1.1346 6.0178 1.7689
H -1.6875 5.9897 2.2673
C -4.1159 -4.4494 4.0296
S -2.5048 -3.8027 3.5605
O -2.2217 -4.2714 2.1690
C -1.5495 -4.8368 4.6815
H -4.8719 -3.9622 3.4157
H -4.1478 -5.5261 3.8598
H -4.3044 -4.2272 5.0799
H -1.7414 -5.8896 4.4710
H -1.8210 -4.6026 5.7109
H -0.4921 -4.6232 4.5292


Record 6
15
Properties=species:S:1:pos:R:3 method="wB97M-V/def2-TZVPD" homo_lumo_gap_ev=10.3 spin_multiplicity=1 total_energy_ha=-196.4556 smiles="C/C=C/CC"
C 0.8593 -0.3182 -2.1283
C 1.2073 0.1726 -0.7035
C -0.0743 0.5084 0.0550
C -0.2207 0.0696 1.3112
C -1.6108 -0.0230 1.9593
H 1.0053 -1.3904 -2.2490
H 1.4146 0.0831 -2.9729
H -0.2347 -0.2592 -2.1371
H 1.9304 0.9870 -0.7569
H 1.7156 -0.6015 -0.1126
H -0.7124 1.2641 -0.3914
H 0.5108 -0.5322 1.8352
H -1.4776 -0.2198 3.0190
H -2.2007 -0.6849 1.3361
H -2.1120 0.9445 1.9359


Record 7
8
Properties=species:S:1:pos:R:3 method="wB97M-V/def2-TZVPD" total_charge=-1 homo_lumo_gap_ev="5.3 / 5.3" spin_multiplicity=1 total_energy_ha=-504.8250
H -1.3441 0.3286 -1.2322
O 0.0764 1.2366 0.0307
C -0.9471 0.2321 -0.2104
C 0.0592 -0.8178 0.0814
C 1.0008 0.1531 0.2745
F -2.0235 0.3828 0.6442
H 0.0556 -1.9027 0.1404
Sn 3.1227 0.3873 0.2714


Record 8
80
Properties=species:S:1:pos:R:3 method="wB97M-V/def2-TZVPD" homo_lumo_gap_ev="7.2 / 4.9" spin_multiplicity=1 total_energy_ha=-2449.8322
Cd 0.8794 0.8256 1.7573
C 4.2238 -0.7428 -1.3813
C 3.2508 -0.9311 -2.2821
C 2.7183 -2.2637 -2.7784
C 2.4207 -3.3326 -1.6713
C 2.0891 -2.8180 -0.3103
C 2.8973 -2.1745 0.5398
C 4.3637 -2.4272 0.4711
C 5.0390 -1.8892 -0.8107
C -1.0327 1.1120 3.1570
H 4.6647 0.2356 -1.1858
H 3.0406 -0.1611 -3.0364
H 3.3914 -2.7482 -3.5171
H 1.7821 -2.0449 -3.3420
H 1.5452 -3.9074 -2.0264
H 3.2461 -4.0517 -1.7048
H 1.1945 -3.3325 0.0580
H 2.5498 -1.6416 1.4159
H 4.6235 -3.5000 0.5348
H 4.8428 -1.9633 1.3192
H 6.0600 -1.5354 -0.5756
H 5.1948 -2.7251 -1.5230
H -1.1206 2.1669 3.4761
H -0.9140 0.5598 4.0865
H -2.0366 0.8353 2.7867
P -1.3294 -1.1251 1.2231
P -1.1103 1.2130 -1.2109
N -0.3350 -2.1643 2.3097
N -2.7785 -2.0665 1.3501
N 0.6184 1.7768 -1.1423
N -1.4902 2.0822 -2.6477
C -0.6392 -1.5136 -0.4335
C -0.8163 -0.5580 -1.6422
C 0.4286 -1.7317 3.4079
C 0.9070 -2.8322 4.0999
C 0.4951 -3.9924 3.3668
C -0.2427 -3.5583 2.2743
C -3.6247 -2.0286 2.4764
C -4.7793 -2.7350 2.1658
C -4.6495 -3.1976 0.8150
C -3.4370 -2.7649 0.3371
C 1.1773 2.2897 0.1080
C 2.5878 2.3821 -0.0836
C 2.8681 1.9833 -1.3806
C 1.6653 1.5586 -1.9835
C -0.7036 2.4529 -3.7406
C -1.2906 3.5453 -4.3524
C -2.4921 3.8533 -3.6233
C -2.5956 2.9572 -2.5813
H -0.9525 -2.5334 -0.7280
H 0.4460 -1.5438 -0.2519
H 0.0450 -0.6223 -2.3290
H -1.6897 -0.8725 -2.2444
H 0.5342 -0.6805 3.6334
H 1.4629 -2.8194 5.0320
H 0.7094 -5.0225 3.6379
H -0.7374 -4.1198 1.4915
H -3.2997 -1.5251 3.3735
H -5.6220 -2.9047 2.8189
H -5.3822 -3.7873 0.2606
H -2.9419 -2.8941 -0.6244
H 0.6314 3.1600 0.4943
H 3.2686 2.7784 0.6654
H 3.8399 1.9637 -1.8533
H 1.5161 1.1156 -2.9529
H 0.1774 1.8849 -3.9964
H -0.9123 4.0681 -5.2176
H -3.2036 4.6275 -3.8434
H -3.3229 2.8126 -1.7925
F -4.2661 6.2881 0.8964
C -3.3116 5.3035 1.0050
C -3.7389 3.9853 1.1470
C -2.7395 2.9731 1.1921
C -1.4366 3.3648 1.1727
C -0.9945 4.6509 1.1008
C -1.9735 5.6740 0.9591
H -4.8003 3.7367 1.1827
H -3.0313 1.9233 1.2295
H 0.0526 4.9331 1.1426
H -1.6746 6.7102 0.8292